Entry from OMol25: a 19-piece molecular cluster, C76H133N19 overall in a non-equilibrium geometry (ωB97M-V/def2-TZVPD).

Its highest occupied orbital energy is -10.93 eV. As for the electronic energy: -109277.6905 eV. The relative energy (zero: lowest compared OMol25 entry of this formula, charge and spin) is 133.5 kJ/mol.

Structure (ORCA input):
```
! RIJCOSX wB97M-V def2-TZVPD def2/J DEFGRID3
* xyz 0 1
C -3.7539 -1.2534 2.6128
C -4.6297 -2.0113 3.5529
C -5.7472 -1.1480 4.1910
C -5.3448 -0.2353 5.2179
N -4.9603 0.4718 6.0372
H -2.9937 -1.9674 2.2962
H -3.1902 -0.4272 3.0462
H -4.2635 -0.7745 1.7766
H -4.0412 -2.5649 4.2845
H -5.0958 -2.8416 3.0223
H -6.4736 -1.8308 4.6319
H -6.2154 -0.5736 3.3916
C -3.9798 4.7512 -1.5403
C -4.1331 6.2613 -1.8033
C -5.2634 6.8879 -0.9470
C -6.5400 6.2655 -1.3113
N -7.5215 5.7517 -1.6545
H -4.8911 4.2529 -1.8711
H -3.7131 4.4857 -0.5173
H -3.1073 4.3534 -2.0584
H -4.2469 6.4625 -2.8685
H -3.1640 6.7234 -1.6155
H -5.4139 7.9387 -1.1944
H -5.0793 6.7743 0.1213
C 3.4250 -2.0917 3.6417
C 2.4466 -0.8794 3.8472
C 2.8968 0.0681 4.9682
C 4.1649 0.7148 4.6660
N 5.1477 1.2255 4.4253
H 4.4580 -1.8096 3.4380
H 3.0846 -2.7217 2.8200
H 3.5124 -2.6462 4.5761
H 1.4706 -1.3176 4.0558
H 2.4306 -0.4060 2.8655
H 3.0031 -0.5502 5.8596
H 2.1247 0.7845 5.2487
C -1.5966 -6.5890 -3.3471
C -0.4854 -5.6804 -2.7321
C -0.5878 -4.2654 -3.2624
C -0.4780 -4.1762 -4.7277
N -0.3347 -4.1465 -5.8754
H -1.5846 -7.5712 -2.8745
H -1.4911 -6.5988 -4.4319
H -2.5773 -6.1282 -3.2291
H 0.5147 -6.0152 -3.0075
H -0.5932 -5.6756 -1.6474
H 0.1632 -3.6275 -2.7963
H -1.5515 -3.8589 -2.9558
C 0.5667 3.2061 -3.3551
C 0.8409 4.4849 -4.1446
C 2.0558 4.4485 -5.0769
C 1.8244 3.4924 -6.1697
N 1.5940 2.7481 -7.0377
H -0.3112 3.2650 -2.7117
H 1.4493 2.9678 -2.7615
H 0.5226 2.3349 -4.0086
H 0.9122 5.3779 -3.5237
H -0.0586 4.6983 -4.7220
H 2.8960 4.0531 -4.5060
H 2.2611 5.4422 -5.4751
C -7.2138 0.7922 0.7742
C -6.5798 1.9264 1.5767
C -5.5175 2.7400 0.8229
C -4.2734 2.0743 0.4872
N -3.3074 1.4899 0.2084
H -6.5249 -0.0424 0.6434
H -7.5598 1.1449 -0.1974
H -8.1012 0.4491 1.3062
H -6.2024 1.4512 2.4821
H -7.4171 2.5445 1.9006
H -5.2084 3.5806 1.4442
H -6.0032 3.2218 -0.0257
C -2.4687 -3.8302 8.4481
C -3.0932 -2.6217 7.6969
C -2.3164 -1.3245 7.8956
C -1.2373 -1.1575 7.0175
N -0.3458 -1.0034 6.2847
H -2.3092 -3.6336 9.5083
H -1.4896 -4.0853 8.0425
H -3.1040 -4.7148 8.4043
H -4.0998 -2.4208 8.0639
H -3.1287 -2.7709 6.6178
H -1.9332 -1.2744 8.9147
H -2.9429 -0.4796 7.6095
C 6.0481 -0.7363 -0.0669
C 5.1153 -0.2015 1.0849
C 4.6054 1.2320 1.0019
C 3.6584 1.5088 -0.1175
N 2.9140 1.7613 -0.9747
H 6.8800 -0.0767 -0.3140
H 5.5628 -0.8580 -1.0353
H 6.4997 -1.6932 0.1951
H 5.6154 -0.3018 2.0482
H 4.2712 -0.8891 1.1376
H 5.4050 1.9674 0.9132
H 4.0012 1.4678 1.8780
C 4.1334 -4.9633 -2.2647
C 4.5664 -5.2199 -0.7917
C 3.8330 -4.3891 0.2887
C 2.3410 -4.5934 0.3695
N 1.1856 -4.7563 0.4446
H 3.0751 -5.1745 -2.4185
H 4.6746 -5.5485 -3.0081
H 4.2811 -3.9331 -2.5884
H 5.6524 -5.1729 -0.7114
H 4.3728 -6.2671 -0.5592
H 4.0424 -3.3367 0.0972
H 4.2201 -4.5685 1.2917
C -1.7813 3.3605 3.0389
C -2.2922 2.1998 3.9577
C -2.3553 2.5680 5.4134
C -1.1937 3.2272 5.9814
N -0.2785 3.7348 6.4620
H -2.3484 4.2903 3.0834
H -1.8490 2.9463 2.0329
H -0.7410 3.6149 3.2416
H -1.6505 1.3253 3.8491
H -3.2951 1.9199 3.6353
H -2.6133 1.6534 5.9472
H -3.1675 3.2656 5.6181
C -3.1226 1.3703 -3.5566
C -2.5603 1.3625 -5.0139
C -2.5703 -0.0330 -5.7238
C -3.9111 -0.5607 -5.8580
N -4.9682 -0.9463 -5.9461
H -2.3305 0.9592 -2.9307
H -4.0348 0.8061 -3.3625
H -3.2279 2.4175 -3.2729
H -1.5771 1.8328 -5.0292
H -3.1273 2.0700 -5.6190
H -1.9477 -0.7516 -5.1910
H -2.1602 0.0923 -6.7258
C -3.9063 -2.7135 -0.8431
C -4.0513 -1.6231 -1.9476
C -5.2970 -1.9372 -2.8180
C -6.5440 -2.2396 -2.0479
N -7.5529 -2.4106 -1.4699
H -3.9710 -3.7351 -1.2177
H -4.6633 -2.5869 -0.0691
H -2.9246 -2.5720 -0.3910
H -3.1354 -1.7266 -2.5294
H -3.9858 -0.6519 -1.4572
H -5.2050 -2.8273 -3.4405
H -5.6477 -1.1273 -3.4577
C 2.9812 -4.9019 -5.3536
C 2.8542 -6.4316 -5.3705
C 1.6359 -7.0314 -6.1565
C 1.6215 -6.6372 -7.5806
N 1.6136 -6.3122 -8.7181
H 2.3677 -4.5124 -4.5412
H 2.6452 -4.4031 -6.2626
H 4.0148 -4.6581 -5.1078
H 2.8774 -6.8146 -4.3502
H 3.7407 -6.8665 -5.8321
H 0.7419 -6.6329 -5.6770
H 1.6542 -8.1210 -6.1320
C 0.3659 0.5699 1.0119
C -0.4472 -0.7584 0.8341
C -0.1874 -1.4827 -0.5590
C 1.2783 -1.6234 -0.8403
N 2.3945 -1.7423 -1.0427
H 1.4458 0.5475 0.8656
H 0.2163 0.9165 2.0345
H -0.0675 1.3655 0.4058
H -1.4868 -0.4508 0.9465
H -0.2143 -1.4826 1.6147
H -0.6043 -0.9227 -1.3961
H -0.6805 -2.4543 -0.5877
C -0.1913 5.4476 -0.1384
C 0.8739 4.4015 0.2463
C 2.3342 4.8782 0.1728
C 2.8607 5.4052 -1.1165
N 3.3187 5.8215 -2.1055
H -1.1742 4.9999 -0.2855
H 0.0555 5.7677 -1.1507
H -0.1964 6.2546 0.5942
H 0.8599 3.5486 -0.4322
H 0.6998 4.0234 1.2537
H 3.0470 4.0743 0.3570
H 2.5667 5.6375 0.9195
C 4.3803 -1.1218 -3.8936
C 3.4251 -0.6498 -5.0820
C 2.2568 0.1904 -4.5903
C 1.0725 -0.4759 -4.0714
N 0.1371 -1.0248 -3.7104
H 5.0904 -1.8140 -4.3460
H 3.8450 -1.6485 -3.1036
H 5.0248 -0.3688 -3.4399
H 3.0441 -1.4768 -5.6812
H 4.0031 -0.0314 -5.7688
H 1.8999 0.7553 -5.4515
H 2.6107 0.9157 -3.8577
C -0.7903 -3.4284 4.1924
C -1.3991 -4.6483 3.4809
C -0.4992 -5.9940 3.3957
C 0.0151 -6.5185 4.6829
N 0.3458 -6.9395 5.7237
H 0.1461 -3.1606 3.7029
H -0.4704 -3.7081 5.1962
H -1.4218 -2.5422 4.2549
H -1.5792 -4.3561 2.4464
H -2.3484 -4.8840 3.9619
H 0.3970 -5.8551 2.7910
H -1.0784 -6.7855 2.9201
C 6.4119 4.7917 -2.7096
C 5.7868 3.5398 -2.0845
C 5.8090 2.2725 -2.9451
C 5.2601 2.3309 -4.2912
N 4.8177 2.3991 -5.3870
H 7.3618 4.5570 -3.1899
H 6.5623 5.5324 -1.9241
H 5.6662 5.1889 -3.3982
H 4.7463 3.7108 -1.8083
H 6.2801 3.3222 -1.1372
H 5.2595 1.4720 -2.4498
H 6.7990 1.8799 -3.1770
C 2.4681 6.1788 5.3111
C 3.5951 5.9305 4.2602
C 3.9862 4.4208 4.0593
C 2.8944 3.5400 3.5813
N 2.0795 2.8178 3.1765
H 2.8263 5.9990 6.3248
H 1.6130 5.5201 5.1596
H 2.1353 7.2157 5.2646
H 4.4430 6.5841 4.4652
H 3.1730 6.3422 3.3435
H 4.4079 4.0511 4.9940
H 4.7527 4.3573 3.2870
*
```

Entry from OMol25: one molecule with the formula C2H3N3O in a non-equilibrium geometry (ωB97M-V/def2-TZVPD).

Its highest occupied orbital energy is -9.57 eV. As for the electronic energy: -8636.6167 eV. The relative energy (zero: lowest compared OMol25 entry of this formula, charge and spin) is 374.2 kJ/mol.

Structure (ORCA input):
```
! RIJCOSX wB97M-V def2-TZVPD def2/J DEFGRID3
* xyz 0 1
C -0.5865 -1.0413 0.0230
C -0.1989 1.0471 -0.0178
H 2.2305 -0.0588 0.6677
H -0.4063 -2.0866 -0.0335
H 0.2487 2.0335 -0.3535
N 0.3660 -0.0653 0.0921
N -1.8092 -0.5574 -0.1695
N -1.5636 0.8372 0.0177
O 1.7194 -0.1084 -0.2262
*
```

Entry from OMol25: one molecule with the formula C3H4N4S in a non-equilibrium geometry (ωB97M-V/def2-TZVPD).

Its highest occupied orbital energy is -8.24 eV. As for the electronic energy: -19969.6030 eV. The relative energy (zero: lowest compared OMol25 entry of this formula, charge and spin) is 99.5 kJ/mol.

Structure (ORCA input):
```
! RIJCOSX wB97M-V def2-TZVPD def2/J DEFGRID3
* xyz 0 1
C -0.0978 0.4574 -0.0227
C 2.1746 0.8948 0.0240
C 2.4812 -0.5173 -0.0208
H -3.5282 0.6067 -0.0447
H 2.9697 1.6365 0.0764
H 3.5122 -0.8694 0.0345
H -0.4274 -1.6216 -0.0388
N -1.2970 0.9057 -0.0191
N 0.9805 1.3622 -0.0051
N 1.5260 -1.3958 0.0144
N 0.2928 -0.8980 -0.0219
S -2.5244 -0.2862 0.0195
*
```

Entry from OMol25: C23H16N8O3PmS2 as an isolated structure (ωB97M-V/def2-TZVPD).

Its highest occupied orbital energy (alpha / beta) is -10.87 / -10.87 eV. As for the electronic energy: -80398.8989 eV.

Structure (ORCA input):
```
! RIJCOSX wB97M-V def2-TZVPD def2/J DEFGRID3
* xyz 1 5
Pm -0.0246 -0.6214 -0.0994
O 1.8129 -1.7067 -1.3806
C 3.1225 -1.7087 -1.3596
O 3.8990 -2.2496 -2.0934
C 3.3891 -0.7692 -0.1758
C 3.1162 -1.2456 1.1042
C 2.1811 -0.5281 1.8316
N 1.6312 0.6051 1.3670
C 2.2076 1.2049 0.3114
C 3.1578 0.5757 -0.4656
C 1.4405 2.3582 -0.2373
C 1.9905 3.5869 -0.5471
C 1.1530 4.5566 -1.0785
C -0.1827 4.2530 -1.2865
C -0.6385 2.9859 -0.9631
N 0.1553 2.0471 -0.4484
C 1.4054 -1.1922 2.9153
C 1.9917 -1.8221 3.9966
C 1.1606 -2.4833 4.8889
C -0.2017 -2.5212 4.6381
C -0.6905 -1.8869 3.5078
N 0.0910 -1.2094 2.6681
H 3.3754 -2.2569 1.3894
H 3.4422 0.9889 -1.4253
H 3.0380 3.7800 -0.3605
H 1.5387 5.5374 -1.3223
H -0.8663 4.9825 -1.6966
H -1.6726 2.7079 -1.1229
H 3.0635 -1.7884 4.1365
H 1.5736 -2.9754 5.7590
H -0.8785 -3.0489 5.2945
H -1.7405 -1.9458 3.2470
N 1.0644 -0.7334 -3.8844
C -0.1974 -0.3153 -3.6918
N -0.7706 -0.1745 -2.5101
C -2.0923 0.2476 -2.6571
C -2.4887 0.4651 -3.9202
S -1.2113 0.1247 -5.0187
C -2.9488 0.3785 -1.4685
C -4.2868 0.5238 -1.4642
S -4.8772 0.6425 0.1504
C -3.2682 0.4639 0.7349
N -2.3665 0.3368 -0.2068
N -2.9729 0.4998 2.0540
H 1.4828 -1.2708 -3.1257
H 1.3583 -0.9571 -4.8194
H -3.4477 0.8100 -4.2675
H -4.9628 0.5439 -2.3017
H -3.7046 0.4472 2.7394
H -2.0355 0.2897 2.3572
O -2.3473 -4.5277 -0.0806
C -1.7724 -3.5214 0.0972
N -1.1956 -2.4834 0.2911
*
```

Entry from OMol25: C2H4N2OS as an isolated structure in a non-equilibrium geometry (ωB97M-V/def2-TZVPD).

Its highest occupied orbital energy (alpha / beta) is -8.24 / -8.24 eV. As for the electronic energy: -17995.1163 eV. The relative energy (zero: lowest compared OMol25 entry of this formula, charge and spin) is 727.8 kJ/mol.

Structure (ORCA input):
```
! RIJCOSX wB97M-V def2-TZVPD def2/J DEFGRID3
* xyz 0 1
C -0.7530 -0.6565 -0.1345
C -0.6578 0.7930 0.2490
N 0.2734 -1.4605 0.2693
N 1.7069 -0.2625 -0.0667
O 2.8730 -0.6124 0.0940
S 1.0533 1.2486 -0.3841
H -1.6182 -1.1966 0.1476
H -0.9890 -0.5650 -1.2189
H -1.3094 1.6264 -0.3248
H -0.5792 1.0855 1.3692
*
```

Entry from OMol25: one molecule with the formula C13H21N5O4 in a non-equilibrium geometry (ωB97M-V/def2-TZVPD).

Its highest occupied orbital energy is -8.56 eV. As for the electronic energy: -29463.4329 eV. The relative energy (zero: lowest compared OMol25 entry of this formula, charge and spin) is 74.0 kJ/mol.

Structure (ORCA input):
```
! RIJCOSX wB97M-V def2-TZVPD def2/J DEFGRID3
* xyz 0 1
C -0.4747 0.2355 -3.6544
N -1.4987 0.1297 -2.6354
C -2.4965 1.1920 -2.6878
H -2.2549 2.0109 -1.9976
C -3.9035 0.6565 -2.3634
O -4.0649 0.2068 -1.0466
H -3.5641 -0.6159 -0.9304
H -4.6195 1.4732 -2.4903
H -4.1549 -0.1385 -3.0811
H -2.5262 1.5976 -3.7009
C -0.9455 -0.0913 -1.3047
H -1.5359 0.4512 -0.5632
C -1.0237 -1.5984 -0.9903
O -2.2630 -2.1003 -1.4292
H -2.4043 -1.6892 -2.3012
C -0.9100 -1.8872 0.5147
N 0.4377 -1.7320 0.9847
C 1.4376 -2.6307 0.9186
N 2.5825 -2.1818 1.3843
C 2.3185 -0.9141 1.7742
C 0.9893 -0.5964 1.5338
C 0.4358 0.6806 1.8705
O -0.7100 1.0541 1.7045
N 1.3959 1.5180 2.4399
C 2.7339 1.2316 2.6892
O 3.4837 2.0396 3.1916
N 3.1781 -0.0234 2.3337
C 4.5615 -0.3703 2.5816
H 4.7880 -0.2456 3.6406
H 4.6998 -1.4043 2.2789
H 5.2171 0.2870 2.0095
C 0.9208 2.8386 2.8212
H 1.7622 3.4026 3.2142
H 0.4985 3.3370 1.9490
H 0.1411 2.7421 3.5765
H 1.3055 -3.6220 0.5333
H -1.2393 -2.9148 0.6889
H -1.5557 -1.2007 1.0670
H -0.2107 -2.1324 -1.5138
H 0.0930 0.2557 -1.2291
H -0.9436 0.2413 -4.6376
H 0.1395 1.1416 -3.5509
H 0.1793 -0.6337 -3.5924
*
```

What did the sixth record say?
Entry from OMol25: one molecule with the formula C13H21N5O4 in a non-equilibrium geometry (ωB97M-V/def2-TZVPD).

Its highest occupied orbital energy is -8.56 eV. As for the electronic energy: -29463.4329 eV. The relative energy (zero: lowest compared OMol25 entry of this formula, charge and spin) is 74.0 kJ/mol.

Structure (ORCA input):
```
! RIJCOSX wB97M-V def2-TZVPD def2/J DEFGRID3
* xyz 0 1
C -0.4747 0.2355 -3.6544
N -1.4987 0.1297 -2.6354
C -2.4965 1.1920 -2.6878
H -2.2549 2.0109 -1.9976
C -3.9035 0.6565 -2.3634
O -4.0649 0.2068 -1.0466
H -3.5641 -0.6159 -0.9304
H -4.6195 1.4732 -2.4903
H -4.1549 -0.1385 -3.0811
H -2.5262 1.5976 -3.7009
C -0.9455 -0.0913 -1.3047
H -1.5359 0.4512 -0.5632
C -1.0237 -1.5984 -0.9903
O -2.2630 -2.1003 -1.4292
H -2.4043 -1.6892 -2.3012
C -0.9100 -1.8872 0.5147
N 0.4377 -1.7320 0.9847
C 1.4376 -2.6307 0.9186
N 2.5825 -2.1818 1.3843
C 2.3185 -0.9141 1.7742
C 0.9893 -0.5964 1.5338
C 0.4358 0.6806 1.8705
O -0.7100 1.0541 1.7045
N 1.3959 1.5180 2.4399
C 2.7339 1.2316 2.6892
O 3.4837 2.0396 3.1916
N 3.1781 -0.0234 2.3337
C 4.5615 -0.3703 2.5816
H 4.7880 -0.2456 3.6406
H 4.6998 -1.4043 2.2789
H 5.2171 0.2870 2.0095
C 0.9208 2.8386 2.8212
H 1.7622 3.4026 3.2142
H 0.4985 3.3370 1.9490
H 0.1411 2.7421 3.5765
H 1.3055 -3.6220 0.5333
H -1.2393 -2.9148 0.6889
H -1.5557 -1.2007 1.0670
H -0.2107 -2.1324 -1.5138
H 0.0930 0.2557 -1.2291
H -0.9436 0.2413 -4.6376
H 0.1395 1.1416 -3.5509
H 0.1793 -0.6337 -3.5924
*
```

- Which of these has the highest electronic energy?
  C2H3N3O

- What is the electronic energy in the fourth record?
  -80398.8989 eV

- Look up the electronic energy of the fourth one.
  -80398.8989 eV